Molecular formula: C40H52AsCrFN9O2Si
Method: DFT, wB97M-V/def2-TZVPD

XYZ file:
```
107
Properties=species:S:1:pos:R:3:forces:R:3
As -0.220 1.264 -2.551 0.2 0.0 0.0
Cr 0.409 0.611 0.868 -1.2 0.6 0.0
Si -1.238 0.254 3.801 0.0 0.0 -0.4
F -0.876 2.176 0.181 0.1 -0.2 0.0
O 0.760 -6.714 -1.410 0.0 0.1 0.0
O -0.251 -6.717 0.558 0.0 0.0 0.0
N -0.389 1.194 2.544 0.4 0.0 0.0
N -2.768 -1.543 -0.676 0.2 0.0 0.3
N -1.161 -0.740 0.516 0.1 -0.2 -0.3
N 1.747 -0.845 1.266 0.0 -0.5 -0.2
N -2.030 -0.523 -0.510 0.1 -0.1 0.3
N -2.401 -2.459 0.249 -0.4 -0.3 -0.3
N 5.094 0.477 -2.291 0.1 0.0 0.0
N 3.287 0.833 -1.083 0.2 -0.2 0.1
N 2.026 1.741 1.525 0.1 0.3 -0.1
C 0.473 -6.169 -0.220 0.0 0.0 0.0
C -2.077 1.054 -3.086 -0.1 0.0 0.0
C -1.231 5.308 1.999 0.0 0.0 0.0
C 1.620 -2.219 0.849 0.0 0.3 0.3
C 0.664 0.892 -4.287 -0.1 0.1 0.0
C 4.035 2.880 3.064 0.1 -0.1 0.1
C -0.870 4.852 3.262 0.0 -0.1 0.0
C -1.358 1.127 5.423 0.0 0.2 0.3
C -5.106 -3.068 1.448 0.0 0.0 0.0
C 1.245 -2.472 -0.458 0.0 0.1 -0.1
C 3.164 3.665 2.344 -0.1 0.1 -0.1
C 3.809 0.113 -2.059 0.1 0.1 0.0
C -2.974 -0.070 3.183 -0.1 -0.1 0.0
C -0.181 3.412 -7.001 0.0 0.0 0.1
C -0.188 3.216 -2.578 0.0 0.0 0.0
C -1.536 1.461 -7.328 0.0 0.0 0.0
C 2.758 -0.463 1.940 0.3 0.3 0.0
C 0.408 2.813 -5.894 0.0 0.1 -0.1
C -3.957 -4.073 1.417 0.0 0.1 0.1
C -1.269 4.416 0.933 0.0 0.1 0.0
C 5.427 1.479 -1.413 0.0 -0.1 0.0
C 3.919 1.492 2.967 0.2 0.1 0.2
C 3.166 -0.985 -2.836 0.1 0.0 0.0
C 2.916 0.974 2.193 -0.3 -0.4 -0.2
C 2.169 3.059 1.574 0.1 0.0 0.1
C -0.644 2.580 2.452 0.0 -0.3 0.2
C -0.237 -1.299 4.102 0.0 -0.1 0.1
C -3.217 -4.156 2.749 0.0 -0.1 0.0
C 1.028 -4.803 0.084 -0.1 0.0 -0.1
C -3.009 -3.814 0.250 0.0 0.1 0.0
C -1.423 -1.955 0.970 0.1 0.2 0.1
C 0.026 1.539 -5.485 0.1 -0.1 0.1
C 1.762 -3.250 1.767 0.0 -0.1 0.1
C -0.963 3.114 1.220 -0.1 0.0 -0.1
C 4.310 1.677 -0.671 -0.2 0.1 0.0
C -0.946 0.869 -6.220 -0.1 0.0 0.0
C 1.434 -4.541 1.387 0.1 0.0 0.1
C -1.157 2.739 -7.718 0.0 0.0 0.0
C -0.569 3.513 3.490 0.1 0.1 0.1
C 0.976 -3.773 -0.851 0.0 0.0 0.0
H 3.526 -1.964 -2.508 0.0 0.0 0.0
H 5.695 0.089 -2.999 0.0 0.0 0.0
H 1.698 1.218 -4.172 0.1 0.0 0.0
H 0.779 3.604 -2.256 0.0 0.0 0.0
H -3.235 -1.130 3.155 0.0 0.1 0.0
H 0.657 -0.193 -4.388 0.0 0.0 -0.1
H -5.669 -3.074 0.514 0.0 0.0 0.0
H 1.462 -5.349 2.107 0.0 0.0 0.0
H -2.766 -3.198 3.023 0.0 0.0 0.0
H -0.876 -2.147 4.376 0.1 0.1 0.0
H 4.810 3.328 3.673 0.0 0.0 0.0
H -0.813 5.551 4.086 0.0 0.0 0.0
H -3.708 0.411 3.835 0.0 0.0 0.0
H -5.797 -3.307 2.257 0.0 0.0 0.0
H 1.490 3.657 0.981 0.0 0.0 0.0
H -4.744 -2.050 1.617 0.0 0.0 0.0
H -3.540 -3.874 -0.697 0.0 0.0 0.0
H -2.286 0.922 -7.893 0.0 0.0 0.0
H -0.965 3.572 -1.903 0.0 0.0 0.0
H 2.050 -3.046 2.793 0.0 0.0 0.0
H 3.382 -0.889 -3.900 0.0 0.0 0.0
H -2.432 -4.917 2.724 0.0 0.0 0.0
H 0.661 -3.965 -1.871 0.0 0.0 0.0
H 1.190 3.338 -5.354 0.0 0.0 0.0
H -2.306 0.009 -3.294 0.0 0.0 0.0
H 4.182 2.414 0.107 0.0 -0.1 -0.1
H 3.534 -1.166 2.234 0.0 0.0 0.1
H 0.371 -1.592 3.249 0.0 -0.1 0.0
H -4.365 -5.064 1.202 0.0 0.0 0.0
H 1.132 -1.649 -1.154 0.0 0.0 0.1
H -1.245 -0.132 -5.923 0.0 0.0 0.0
H 4.603 0.827 3.481 0.0 0.1 0.0
H 2.091 -0.940 -2.707 0.0 0.0 -0.1
H -1.522 4.724 -0.073 0.0 0.0 0.0
H -0.412 3.575 -3.581 0.0 0.0 0.0
H -1.469 6.350 1.836 0.0 0.0 0.0
H 3.234 4.744 2.359 0.0 0.0 0.0
H -0.933 -2.471 1.777 0.1 0.0 0.0
H 0.132 4.402 -7.308 0.0 0.0 0.0
H -2.273 1.654 -3.973 0.0 0.0 0.0
H 0.444 -1.134 4.942 0.0 0.0 -0.1
H 1.450 -6.224 -1.875 0.0 0.0 0.0
H -1.968 2.031 5.378 0.0 0.0 0.0
H -3.105 0.340 2.179 -0.1 0.0 0.0
H -2.193 -4.536 0.244 0.1 0.0 0.0
H -1.614 3.202 -8.583 0.0 0.0 0.0
H -1.851 0.436 6.118 0.0 0.1 0.0
H -0.381 1.375 5.848 -0.1 0.0 0.0
H 6.397 1.943 -1.396 0.0 0.0 0.0
H -0.266 3.186 4.475 0.0 0.1 -0.1
H -3.908 -4.417 3.550 0.0 0.0 0.0
H -2.710 1.386 -2.265 0.0 0.0 0.0
```
Forces are in eV/Å.

E_HOMO (alpha / beta)   -0.457 / -0.457 Ha
Relative energy (zero: lowest compared OMol25 entry of this formula, charge and spin)   0.0 kJ/mol
Maximum force   1.397 eV/A
Expectation value of S²   3.799
HOMO-LUMO gap (alpha / beta)   0.2078 / 0.2071 Ha
2S+1   4
Charge   +2